The following is a DFT calculation (wB97M-V/def2-TZVPD) of a cluster of 10 separate species, C38H76O14 in total.

Results
Energy above the lowest of the compared OMol25 structures with the same formula, charge and spin (kJ/mol): 369.9
Net charge: 0
Orbital gap (eV): 9.74
Energy (eV): -69295.7271
SMILES string: COC(=O)OC.COC(=O)OC.C1CCOC1.C1CCOC1.C1CCOC1.C1CCOC1.C1CCOC1.C1CCOC1.C1CCOC1.C1CCOC1
F_max (hartree/bohr): 0.0752

```
128
Properties=species:S:1:pos:R:3:forces:R:3:mulliken_charge:R:1
C 1.350215 -0.507343 -1.781663 0.9 0.0 0.1 -0.669
O 0.350373 0.221075 -1.054124 0.3 0.3 -2.6 -0.264
C 0.227796 -0.056171 0.186927 -0.2 -1.6 3.5 0.805
O 0.854993 -0.876044 0.844327 -0.4 0.9 -0.8 -0.585
O -0.777743 0.680886 0.676984 -0.2 0.8 -2.9 -0.299
C -1.143581 0.664395 1.982987 0.5 -0.4 2.7 -0.647
H 2.256731 -0.533726 -1.176992 0.0 0.0 -0.1 0.323
H 1.561776 0.026782 -2.707971 -0.3 0.1 0.2 0.236
H 1.090197 -1.539275 -2.017432 -0.5 0.1 0.2 0.296
H -1.359806 -0.340855 2.344655 -0.1 -0.1 -0.1 0.285
H -1.987689 1.320763 2.194536 -0.1 -0.1 -0.6 0.225
H -0.316464 1.038348 2.586431 0.1 0.0 0.3 0.293
C -4.185112 0.147799 9.457620 -0.3 -1.0 0.3 -0.608
O -4.323899 1.550122 9.650614 0.4 0.5 1.9 -0.300
C -4.262543 2.115939 10.917461 -0.6 1.9 -0.6 0.732
O -4.440112 3.332819 11.028634 0.6 -3.3 0.2 -0.550
O -4.028943 1.221851 11.923320 -0.1 0.3 -1.1 -0.300
C -4.015313 1.700014 13.269662 -0.3 1.0 0.6 -0.618
H -3.916042 -0.044414 8.418981 0.2 0.4 0.1 0.251
H -5.117668 -0.388471 9.633194 -0.4 0.3 0.0 0.281
H -3.486096 -0.348406 10.130849 0.4 0.5 -0.1 0.287
H -4.967610 2.149968 13.550355 -0.2 -0.1 -0.3 0.290
H -3.271112 2.474863 13.453668 0.2 0.0 -0.4 0.288
H -3.822777 0.899384 13.983845 0.0 -0.4 -0.6 0.247
C 2.612726 -1.980427 7.237794 0.9 -1.8 -2.2 -0.544
C 2.683576 -2.300918 8.689262 0.0 -0.1 0.7 -0.463
C 4.105180 -2.891917 8.911885 -0.8 0.1 -1.0 -0.375
O 4.639223 -3.134348 7.570157 0.3 0.4 0.1 -0.419
C 3.594352 -3.088472 6.576575 -1.4 1.3 2.0 -0.456
H 3.080798 -1.033753 6.967939 -0.1 0.1 0.3 0.262
H 1.609080 -1.999165 6.813004 0.0 0.0 0.1 0.348
H 1.942405 -3.047484 8.974589 -0.1 0.0 -0.1 0.246
H 2.434670 -1.381330 9.218887 0.4 -0.2 0.6 0.289
H 4.066462 -3.834404 9.458068 -0.1 -0.2 -0.1 0.257
H 4.715673 -2.227209 9.523071 0.5 0.1 -0.6 0.269
H 3.180591 -4.092687 6.484649 -0.4 0.0 0.1 0.268
H 3.857176 -2.753551 5.573156 0.9 0.0 0.3 0.317
C -2.683187 -5.821044 6.275377 -0.9 0.8 -1.4 -0.385
C -2.955144 -6.644069 7.533865 0.3 2.3 0.8 -0.473
C -3.112997 -8.006850 7.007548 -0.2 -2.1 -0.5 -0.372
O -2.957572 -7.964200 5.604432 -0.3 -0.1 -1.3 -0.407
C -3.323580 -6.655529 5.168095 0.8 -0.5 0.1 -0.502
H -1.617490 -5.729153 6.065741 0.0 0.0 0.1 0.202
H -3.151070 -4.846338 6.137003 0.2 0.4 1.0 0.302
H -3.864063 -6.324434 8.043572 -0.1 0.1 -0.1 0.253
H -2.152131 -6.480382 8.252542 0.1 -0.3 0.0 0.266
H -4.113984 -8.375274 7.232035 -0.1 -0.2 0.1 0.249
H -2.389148 -8.752768 7.335811 0.0 0.1 0.3 0.272
H -4.391783 -6.539416 4.984897 -0.5 0.0 1.0 0.270
H -2.979013 -6.433914 4.158019 0.9 -0.3 0.1 0.324
C -6.042674 7.598385 1.457652 -0.7 -0.7 -0.2 -0.578
C -7.347610 7.204766 0.740051 -0.3 -0.3 -0.7 -0.633
C -7.220408 5.663726 0.592614 0.5 1.9 1.4 -0.364
O -6.453923 5.328686 1.770641 0.2 -0.9 0.8 -0.401
C -5.975058 6.474950 2.525047 -0.5 1.0 -2.3 -0.367
H -6.072671 8.587424 1.914830 0.2 0.0 -0.3 0.344
H -5.226301 7.457780 0.749243 0.2 0.4 0.2 0.271
H -7.577581 7.586247 -0.254794 0.6 0.5 -0.1 0.342
H -8.201633 7.532547 1.332745 -0.1 -0.4 0.3 0.277
H -6.663566 5.407367 -0.308674 0.2 -0.1 0.0 0.269
H -8.195373 5.179478 0.537533 0.1 -0.2 0.4 0.271
H -4.942424 6.375747 2.859608 -0.2 -0.7 0.1 0.279
H -6.628038 6.782631 3.341774 -0.1 -0.6 0.2 0.289
C -5.393217 -0.482753 -2.889467 0.2 0.2 -1.5 -0.429
C -4.409395 0.384915 -3.685029 0.4 0.9 0.1 -0.461
C -3.622920 -0.609708 -4.515486 1.0 1.2 -0.8 -0.473
O -3.556829 -1.732437 -3.727446 -0.5 -1.6 0.7 -0.376
C -4.890557 -1.918179 -3.235387 0.1 0.6 1.4 -0.476
H -6.349787 -0.212471 -3.336688 -0.5 -0.6 0.8 0.257
H -5.257064 -0.211017 -1.842695 -0.7 -0.4 0.0 0.272
H -3.816717 0.884616 -2.918783 0.7 -0.1 -0.4 0.171
H -4.826736 1.206498 -4.267197 -0.4 -0.2 -0.1 0.367
H -2.619294 -0.283448 -4.788251 0.3 0.1 0.5 0.298
H -4.005098 -0.841949 -5.509525 -1.0 0.0 -0.1 0.278
H -4.833338 -2.480784 -2.303563 0.2 -0.3 -0.2 0.279
H -5.523869 -2.467356 -3.932096 0.0 0.2 -0.3 0.294
C 7.166749 3.043057 -2.917474 -2.4 -0.3 -0.1 -0.485
C 8.483285 2.886910 -3.539932 1.8 0.4 -0.2 -0.500
C 8.566131 4.140372 -4.376333 -0.4 -0.7 -1.4 -0.431
O 7.213964 4.249583 -4.952403 1.2 0.2 0.4 -0.412
C 6.270439 3.566093 -4.090822 1.5 0.5 0.1 -0.400
H 7.225695 3.780266 -2.116752 -0.3 -0.2 0.2 0.284
H 6.767036 2.074385 -2.617455 -0.1 0.2 0.7 0.292
H 8.586161 1.995838 -4.159214 -0.2 0.0 -0.1 0.268
H 9.303560 2.866519 -2.822409 0.0 -0.1 0.2 0.314
H 9.305243 4.004483 -5.165849 -0.3 0.0 -0.5 0.288
H 8.948557 5.016589 -3.852795 -0.8 0.3 0.4 0.281
H 5.807430 2.741162 -4.632317 0.1 -0.1 -0.1 0.249
H 5.497811 4.298104 -3.855636 0.0 -0.2 0.5 0.251
C 6.539055 -3.965721 -0.815375 1.2 0.1 0.6 -0.435
C 7.610164 -3.713275 -1.897903 -1.0 1.0 0.0 -0.508
C 6.822767 -3.917347 -3.227837 -0.5 -0.5 1.7 -0.379
O 5.565036 -4.497290 -2.810718 -0.6 0.2 -1.5 -0.411
C 5.601662 -4.870211 -1.477592 -0.4 -1.3 0.1 -0.478
H 5.998604 -3.078822 -0.484593 0.4 0.2 0.1 0.263
H 6.961352 -4.538217 0.010470 0.1 0.6 0.4 0.268
H 8.464867 -4.361645 -1.705019 0.0 0.2 -0.5 0.341
H 7.851630 -2.650712 -1.870252 0.8 -0.2 0.2 0.217
H 7.345721 -4.596307 -3.901368 -0.1 0.2 -0.3 0.247
H 6.511532 -2.963307 -3.653316 0.6 -0.1 -0.4 0.268
H 5.964375 -5.895540 -1.405273 0.0 -0.4 0.1 0.287
H 4.638979 -4.832181 -0.967791 -0.4 0.0 -0.6 0.321
C 1.284266 -2.695848 -10.946586 0.7 -0.6 0.3 -0.542
C 1.999937 -3.929489 -10.347018 -0.2 1.1 1.5 -0.537
C 2.328117 -3.432088 -8.866715 -0.4 -1.1 -1.1 -0.465
O 2.006583 -2.058333 -8.787417 -0.8 0.1 1.3 -0.389
C 1.903438 -1.565729 -10.079171 0.8 -0.7 -2.0 -0.462
H 0.204054 -2.828814 -10.886903 0.0 0.4 0.2 0.296
H 1.579300 -2.654243 -11.995070 -0.2 0.5 0.0 0.280
H 2.929033 -4.090250 -10.893856 -0.2 -0.4 0.1 0.299
H 1.355380 -4.802434 -10.244020 0.3 -0.1 -0.5 0.294
H 3.369448 -3.672477 -8.652343 0.2 0.5 0.2 0.274
H 1.709699 -3.973303 -8.150651 0.0 0.1 0.1 0.312
H 2.947144 -1.485081 -10.382945 0.3 0.3 -0.8 0.289
H 1.470471 -0.579520 -10.246616 -0.4 -0.1 0.9 0.352
C -1.228256 6.529614 -6.143092 0.8 0.5 0.7 -0.455
C -0.642796 5.266111 -6.677920 0.2 -1.4 -0.6 -0.431
C -1.613143 4.863573 -7.842139 0.7 -0.5 0.5 -0.446
O -2.850660 5.500883 -7.569051 0.3 0.5 0.7 -0.405
C -2.550361 6.710224 -6.864336 0.2 0.3 0.1 -0.431
H -0.565805 7.353078 -6.409872 -0.1 0.2 0.1 0.244
H -1.198867 6.455423 -5.056018 -0.7 0.3 0.0 0.261
H -0.595292 4.487353 -5.916754 -0.5 -0.1 0.0 0.198
H 0.419475 5.395921 -6.884867 -0.1 0.0 -0.8 0.330
H -1.803647 3.790801 -7.873323 0.0 0.0 0.1 0.296
H -1.231117 5.115591 -8.831415 0.1 0.4 -0.1 0.253
H -3.348848 7.008096 -6.184805 -0.3 -0.3 -0.3 0.315
H -2.343600 7.521230 -7.562639 -0.6 0.1 -0.4 0.272
```
Forces are in eV/Å.

---

The following is a DFT calculation (wB97M-V/def2-TZVPD) of a cluster of 3 separate species, C38H78BNO9P in total.

Results
Net charge: +1
Orbital gap (eV): 5.76
Energy (eV): -70528.2792
F_max (hartree/bohr): 0.1090

```
128
Properties=species:S:1:pos:R:3:forces:R:3:mulliken_charge:R:1
C 0.253509 -1.332929 -4.024854 -0.4 -0.8 0.3 -0.746
C 1.095974 -1.879898 -2.717746 0.4 -0.6 -0.2 -0.247
C 2.307808 -0.874090 -2.242004 -0.4 -0.4 -0.1 -0.668
C 1.790896 0.509352 -1.507650 0.5 0.3 -0.6 -0.104
C 1.489743 0.358369 0.097145 0.7 0.8 -0.1 -0.204
C 0.977065 1.779523 0.792529 0.1 0.3 -0.3 -0.318
C -0.663112 1.842076 0.818200 -0.3 -0.4 0.2 -0.970
C -1.205009 2.585959 -0.535518 -1.7 1.1 -3.0 0.353
C -1.821965 1.652976 -1.728420 -0.2 3.1 -1.7 -0.211
C -1.933349 -0.014899 -1.664090 0.2 0.8 0.2 0.604
C -3.077743 -0.517121 -0.597450 0.6 -0.2 0.6 -0.572
C -4.226415 -1.476139 -1.269420 -0.7 0.6 0.3 -0.488
C -5.676773 -1.013464 -0.585652 1.1 -0.5 0.2 -0.585
C -6.961762 -1.872618 -1.138336 -0.9 1.2 0.4 -0.400
C -7.827488 -0.886383 -2.156888 0.4 -0.5 0.1 -0.514
O -7.446373 -1.247025 -3.540033 -2.1 -0.9 1.4 -0.323
C -8.358565 -2.346940 -3.991186 0.5 0.3 -0.5 -0.669
C -2.347488 2.388255 -3.089046 1.8 0.3 3.8 -0.695
N -2.276833 3.905676 -3.303674 1.2 -1.6 3.5 0.547
B -2.785614 4.357781 -4.683708 1.6 1.6 -2.5 0.242
O -1.771034 5.104686 -5.508525 -0.9 -3.4 2.0 -0.498
C -4.280577 4.049361 -5.294238 -0.3 0.3 1.0 -0.444
C -5.330094 3.697548 -4.065830 -0.6 -0.5 0.2 -0.508
C -1.725237 4.885525 -2.246819 0.2 -3.3 1.5 -0.335
C -1.630854 6.493680 -2.465300 0.8 0.9 0.4 0.551
C -0.007008 6.894488 -2.386894 0.1 -0.2 -1.3 -1.090
C -2.446985 7.395199 -1.317069 -0.7 0.1 -0.5 -1.027
C -3.750936 6.634022 -0.687018 -0.5 1.5 1.2 -0.024
C -4.250225 7.573720 0.603409 0.5 -1.1 0.5 -1.032
C -1.182772 4.229807 -0.805562 -1.8 -2.9 -2.4 -0.050
P -0.501048 5.271767 0.665030 5.5 1.0 -0.4 0.453
O 1.019772 5.755825 0.436420 -5.2 -1.5 0.4 -0.676
H 0.145514 -0.162370 -4.034013 0.2 -2.3 0.0 0.074
H -0.827798 -1.837349 -3.992802 2.3 1.2 -0.2 0.161
H 0.758793 -1.717821 -5.017861 -0.9 1.0 2.0 0.403
H 0.387478 -2.179053 -1.805259 1.5 0.8 -2.0 0.171
H 1.607627 -2.901721 -3.052700 -1.1 2.2 0.8 0.350
H 2.995935 -1.507289 -1.508312 -1.3 1.6 -1.6 0.150
H 2.905562 -0.585638 -3.228976 -1.1 -0.6 2.2 0.313
H 2.660681 1.307106 -1.656971 -1.9 -1.6 0.5 0.462
H 0.869191 0.940649 -2.128368 1.8 -0.9 1.5 -0.242
H 0.707592 -0.494648 0.311907 1.6 1.6 -0.3 0.076
H 2.525106 0.109633 0.613289 -2.2 0.2 -1.0 0.268
H 1.425623 1.874116 1.887357 -1.2 -0.3 -2.3 0.145
H 1.332568 2.735504 0.172263 -0.4 -2.2 1.4 0.356
H -1.033572 0.708616 0.874821 0.5 2.7 -0.5 0.148
H -1.103636 2.344988 1.807037 1.0 -0.8 -2.4 0.422
H -0.887667 -0.440211 -1.286390 -2.2 1.1 -1.3 -1.006
H -2.201450 -0.403875 -2.760326 0.8 0.9 2.5 0.447
H -3.534198 0.444416 -0.065755 0.7 -2.1 -1.2 0.334
H -2.511236 -1.121731 0.259639 -1.3 1.3 -1.8 0.333
H -4.075442 -2.619273 -1.047284 0.0 2.3 -0.4 0.270
H -4.226661 -1.338038 -2.453016 -0.2 -0.2 2.6 0.179
H -5.550701 -1.120632 0.596184 -0.3 0.1 -2.6 0.279
H -5.752502 0.146664 -0.783885 -0.2 -2.3 0.3 0.199
H -6.669865 -2.872599 -1.687539 -0.4 2.2 1.0 0.336
H -7.710970 -2.167069 -0.264539 1.8 0.6 -1.6 0.315
H -7.583408 0.252619 -2.004495 -0.3 -2.3 -0.2 0.256
H -8.972753 -1.029191 -1.963386 2.0 0.3 -0.5 0.302
H -7.683936 -3.069632 -4.630436 -1.6 1.5 1.1 0.227
H -9.201397 -1.808582 -4.632869 1.6 -1.6 1.4 0.223
H -8.790652 -2.943398 -3.072769 0.8 1.2 -1.9 0.325
H -2.766137 1.681111 -3.954605 0.9 2.1 1.9 0.353
H -0.891647 4.584228 -5.493836 -1.8 1.5 0.2 0.357
H -4.205790 3.168119 -6.094268 -0.3 2.0 1.6 0.282
H -4.658049 5.050234 -5.814201 0.9 -2.2 0.8 0.281
H -5.191451 2.588124 -3.661875 -0.2 2.3 -0.9 0.120
H -6.456122 3.782635 -4.430870 2.5 -0.1 0.8 0.327
H -5.184968 4.403435 -3.120057 -0.3 -1.3 -2.2 0.078
H -1.986118 6.922434 -3.487694 0.4 -1.7 1.7 0.632
H 0.335870 7.255830 -3.465847 -0.8 -0.8 2.3 0.243
H 0.192613 7.788549 -1.653267 -0.4 -2.1 -1.3 0.310
H 0.602030 5.922672 -2.154706 -0.9 2.2 -0.1 0.336
H -2.871877 8.358796 -1.880898 1.0 -2.2 1.1 0.302
H -1.702686 7.846798 -0.500243 -1.7 -1.4 -1.7 0.331
H -4.648456 6.597121 -1.458200 2.0 -0.1 1.5 0.249
H -3.551046 5.574793 -0.235164 -0.2 1.9 -1.1 0.110
H -5.032339 6.946548 1.251457 1.5 1.7 -1.6 0.322
H -3.316857 7.722025 1.332864 -2.0 -0.1 -1.6 0.235
H -4.652390 8.622590 0.277011 0.7 -2.1 0.7 0.311
H -0.424430 4.415244 1.857614 -0.8 0.5 -1.3 0.152
H -1.379245 6.364765 1.058687 0.2 -1.1 -0.6 0.035
C 4.928883 1.360424 2.606117 -0.3 -0.3 0.0 -0.825
O 4.774896 0.057416 3.146830 0.5 0.5 0.1 -0.064
C 5.984350 -0.505424 3.651129 -0.3 -0.2 0.4 -0.646
C 5.829061 -1.020272 5.090001 0.2 0.0 0.0 -0.230
O 5.525916 -0.051394 6.097865 -0.4 0.0 -0.4 -0.499
C 4.273368 0.637108 5.996827 0.1 0.1 0.1 -0.247
C 3.000245 -0.212790 6.115506 0.2 0.1 -0.3 -0.517
O 2.855786 -1.134481 5.034687 0.3 -0.1 0.5 -0.187
C 2.670579 -2.477073 5.446949 -0.1 0.1 -0.3 -0.711
H 5.110592 1.290057 1.531156 0.1 0.2 -0.1 0.252
H 3.995043 1.905690 2.768761 0.0 0.0 0.0 0.104
H 5.735758 1.922847 3.086701 0.0 -0.1 0.0 0.483
H 6.818856 0.205318 3.602231 -0.2 0.0 0.0 0.401
H 6.233314 -1.355061 3.006533 0.2 -0.1 0.1 0.374
H 6.794220 -1.449989 5.383624 0.0 0.2 0.0 0.485
H 5.125433 -1.849075 5.141785 -0.2 0.1 -0.2 -0.024
H 4.259912 1.258454 5.101815 -0.2 -0.2 -0.1 -0.004
H 4.266242 1.346645 6.832928 0.0 -0.2 0.0 0.438
H 2.129155 0.459943 6.075310 0.2 0.1 0.2 0.370
H 2.984907 -0.724951 7.089909 0.1 0.0 -0.3 0.364
H 3.210775 -2.706202 6.371387 -0.1 0.0 0.0 0.458
H 3.055948 -3.131669 4.660463 -0.1 0.1 0.0 -0.028
H 1.604638 -2.670544 5.579073 -0.1 -0.2 0.2 0.302
C 5.013226 -4.178444 1.916184 0.3 -0.3 0.2 -0.746
O 4.673555 -5.431820 2.488533 -0.5 0.4 -0.4 -0.315
C 3.269540 -5.647351 2.615698 0.3 -0.5 -0.1 -0.363
C 2.829578 -6.984210 2.000251 -0.1 0.0 0.0 -0.441
O 3.013751 -7.142674 0.590506 0.3 0.1 0.3 -0.473
C 4.357834 -7.128108 0.094168 0.0 0.0 -0.1 -0.179
C 5.287055 -8.254852 0.567715 0.0 0.4 0.2 -0.479
O 5.548029 -8.194823 1.970156 -0.5 -0.3 -0.4 -0.270
C 5.268790 -9.401642 2.657491 0.2 0.2 0.1 -0.880
H 5.174175 -3.446261 2.710862 -0.1 0.2 -0.1 0.131
H 5.946641 -4.303270 1.360326 0.0 0.0 0.1 0.332
H 4.251920 -3.813931 1.219139 0.0 0.0 0.1 0.367
H 2.687492 -4.828988 2.173602 0.2 0.0 -0.1 0.343
H 3.046895 -5.672100 3.687700 -0.3 -0.1 0.0 0.313
H 1.748596 -7.072277 2.161884 0.1 0.1 -0.1 0.443
H 3.262747 -7.828707 2.533054 0.3 0.1 0.1 0.116
H 4.803579 -6.146425 0.251995 0.2 -0.1 0.2 -0.020
H 4.264189 -7.223692 -0.994249 -0.1 -0.2 0.1 0.432
H 6.257974 -8.139809 0.060698 -0.3 0.0 -0.2 0.374
H 4.868089 -9.229829 0.274642 0.0 0.2 0.2 0.336
H 4.423024 -9.942611 2.220535 0.1 0.0 0.0 0.436
H 5.012517 -9.154024 3.691210 0.1 0.0 -0.1 0.239
H 6.158683 -10.033461 2.654062 -0.1 -0.2 0.0 0.268
```
Forces are in eV/Å.